(1)
Density functional theory data (ωB97M-V/def2-TZVPD) for C5H5N in the gas phase in a non-equilibrium geometry.

Summary:
* expectation value of S²: 2.041
* orbital gap (alpha / beta): 6.375 / 7.400 eV
* spin multiplicity: 3

Each line ends with the Mulliken spin population.
CARTESIAN COORDINATES (ANGSTROEM)
C -0.63540 0.13579 -0.15140  0.21
C -1.84642 0.09186 0.20584  0.43
C 2.66263 -0.41017 0.15147  0.21
C 1.74415 0.50498 -0.14699  -0.05
C -3.11931 -0.13793 -0.02488  0.55
N 0.44775 0.44580 0.26019  0.58
H 3.69743 -0.26222 -0.10474  0.00
H 2.39469 -1.32190 0.65621  0.01
H 2.01378 1.43519 -0.63467  0.00
H -3.50814 -0.53251 -0.95770  0.04
H -3.85116 0.05111 0.74666  0.03

Forces on the atoms, in the same order (eV/Å):
-1.847 0.299 1.543
-1.051 -0.826 -1.850
0.006 -0.090 0.034
0.641 0.736 0.543
-2.525 -0.105 0.574
4.336 -0.005 -0.703
0.113 0.027 -0.196
-0.072 -0.121 0.196
0.210 0.040 -0.181
0.309 0.084 -0.010
-0.120 -0.039 0.052

(2)
Density functional theory data (ωB97M-V/def2-TZVPD) for an isolated ion of composition C5H5N2O and charge +1 in a non-equilibrium geometry.

Summary:
* orbital gap: 9.225 eV
* structure (SMILES): C[C@H](C#N)C=[N+]=C=O
* total charge: +1
* spin multiplicity: 1

Each line ends with the Mulliken charge.
CARTESIAN COORDINATES (ANGSTROEM)
C -0.75089 0.63065 -1.55453  -1.02
C 0.32814 0.11843 -0.47168  0.60
C 0.48134 -1.35008 -0.42459  -0.16
N 0.43627 -2.48873 -0.42637  -0.25
C -0.00396 0.73130 0.79252  0.04
N 0.22091 0.25821 2.01110  -0.27
C 0.71923 -0.78591 2.47630  0.63
O 1.13536 -1.62362 3.14868  -0.15
H -1.40963 1.30554 -0.95008  0.28
H -1.44210 -0.18766 -1.86222  0.34
H -0.31836 1.12225 -2.53742  0.32
H 1.20825 0.56676 -0.96683  0.27
H -0.60456 1.70286 0.76511  0.36

Forces on the atoms, in the same order (eV/Å):
-0.947 0.155 -0.685
-0.246 -0.456 -2.548
-0.280 1.669 -0.061
0.178 -0.999 0.192
-0.402 0.779 2.519
-0.829 1.323 -2.262
1.271 -2.314 2.038
-0.876 1.631 -1.670
0.495 -0.082 -1.283
0.778 0.389 0.218
-0.678 -0.936 2.425
0.313 0.052 0.900
1.223 -1.210 0.217

Energy above the lowest of the compared OMol25 structures with the same formula, charge and spin for the records above, in order: 20.6 36.9 kcal/mol